C45H86BrClFNO33 | ωB97M-V with the def2-TZVPD basis set

Positions of all 168 atoms, in Å:
C (2.0839, -0.1120, 4.3354)
C (0.7391, -0.5615, 4.0389)
C (-0.2865, 0.1004, 3.0047)
C (0.4174, 0.8885, 1.7812)
C (-0.7719, 1.2067, 0.7177)
N (-2.0516, 1.6274, 1.3761)
C (-2.9578, 2.3320, 0.4202)
C (-4.4466, 2.3873, 1.0528)
O (-5.1067, 1.0948, 1.0513)
C (-6.5046, 1.2302, 1.4393)
C (-7.1281, -0.1300, 2.0269)
C (1.4504, -0.1247, 1.0781)
C (0.8826, -1.5980, 0.8061)
C (1.1994, -2.1665, -0.6756)
F (1.5289, -2.5056, 1.7383)
O (1.0165, 2.0750, 2.3542)
C (1.6634, 2.8966, 1.3713)
Br (0.6015, 4.6198, 1.2994)
C (3.1266, 3.2495, 1.9358)
C (4.2878, 2.2835, 1.4207)
O (4.8675, 1.5668, 2.2804)
Cl (4.8646, 2.1595, -0.3214)
H (2.9593, -0.6408, 3.8013)
H (2.3615, 0.7609, 5.0166)
H (0.3486, -1.4679, 4.6460)
H (-1.0408, -0.6909, 2.6756)
H (-0.8974, 0.9024, 3.5810)
H (-1.0263, 0.2330, 0.1362)
H (-0.4569, 1.9645, -0.0863)
H (-2.5907, 0.8013, 1.6931)
H (-3.0689, 1.7997, -0.5948)
H (-2.6308, 3.4231, 0.2908)
H (-5.0669, 3.0746, 0.3601)
H (-4.4394, 2.8554, 2.1110)
H (-7.1732, 1.6022, 0.5703)
H (-6.6011, 2.0336, 2.2715)
H (-8.1145, 0.0895, 2.5833)
H (-7.3724, -0.9054, 1.2051)
H (-6.4329, -0.6074, 2.8159)
H (2.4514, -0.2288, 1.6318)
H (1.7087, 0.3348, 0.0445)
H (-0.2548, -1.7014, 0.9454)
H (1.8149, -1.4583, -1.3240)
H (0.1984, -2.3362, -1.2317)
H (1.6631, -3.2182, -0.5758)
H (1.6439, 2.4883, 0.3079)
H (3.3307, 4.3699, 1.7625)
H (3.0793, 3.1294, 3.0853)
C (1.5910, -6.3697, 0.3284)
O (1.4420, -7.6025, -0.3759)
C (1.0837, -7.4607, -1.6630)
O (0.8887, -6.4138, -2.2322)
O (0.9794, -8.6863, -2.2045)
C (0.6013, -8.6874, -3.5807)
H (1.8802, -6.6020, 1.3541)
H (2.3781, -5.7611, -0.1225)
H (0.6454, -5.8235, 0.3522)
H (1.3490, -8.1700, -4.1861)
H (-0.3835, -8.2327, -3.7102)
H (0.5477, -9.7248, -3.9127)
C (-0.6488, -8.6937, -8.9599)
O (-0.1891, -9.3582, -7.7839)
C (-0.4071, -10.6847, -7.7789)
O (-0.9382, -11.3195, -8.6566)
O (0.0706, -11.1800, -6.6238)
C (-0.0931, -12.5900, -6.4783)
H (-0.4210, -7.6323, -8.8538)
H (-0.1304, -9.0717, -9.8438)
H (-1.7299, -8.8059, -9.0684)
H (0.4477, -13.1239, -7.2629)
H (-1.1519, -12.8582, -6.4874)
H (0.3270, -12.8768, -5.5134)
C (-7.5163, 6.8147, -0.5141)
O (-7.5786, 5.3918, -0.5998)
C (-8.4131, 4.9324, -1.5483)
O (-9.0791, 5.6073, -2.2943)
O (-8.3753, 3.5888, -1.5201)
C (-9.2199, 2.9580, -2.4819)
H (-6.8153, 7.0705, 0.2813)
H (-7.1480, 7.2414, -1.4497)
H (-8.4944, 7.2287, -0.2591)
H (-8.9196, 3.2306, -3.4962)
H (-10.2662, 3.2173, -2.3058)
H (-9.1091, 1.8785, -2.3691)
C (-1.2561, 10.7198, -2.6581)
O (-0.1789, 9.7867, -2.7158)
C (-0.1029, 8.9664, -1.6534)
O (-0.8468, 8.9665, -0.7030)
O (0.9462, 8.1464, -1.8352)
C (1.1496, 7.2130, -0.7752)
H (-1.2199, 11.3272, -3.5632)
H (-2.2160, 10.1992, -2.6295)
H (-1.1486, 11.3798, -1.7944)
H (0.2859, 6.5538, -0.6717)
H (1.3533, 7.7342, 0.1634)
H (2.0191, 6.6044, -1.0269)
C (2.8868, 9.5797, 6.2855)
O (2.8140, 8.1569, 6.2016)
C (1.9747, 7.7024, 5.2550)
O (1.3122, 8.3818, 4.5090)
O (2.0026, 6.3589, 5.2842)
C (1.1508, 5.7347, 4.3232)
H (3.5911, 9.8331, 7.0789)
H (3.2568, 10.0024, 5.3486)
H (1.9120, 10.0009, 6.5415)
H (1.4509, 6.0051, 3.3112)
H (0.1069, 6.0029, 4.5019)
H (1.2526, 4.6541, 4.4361)
C (-5.6807, -3.0128, -4.4158)
O (-5.1724, -1.6902, -4.2527)
C (-5.6316, -1.0536, -3.1611)
O (-6.4061, -1.5033, -2.3511)
O (-5.0779, 0.1697, -3.1295)
C (-5.4786, 0.9654, -2.0133)
H (-5.2441, -3.4281, -5.3249)
H (-5.3898, -3.6442, -3.5733)
H (-6.7670, -2.9970, -4.5300)
H (-5.1799, 0.4929, -1.0764)
H (-6.5571, 1.1403, -2.0319)
H (-4.9729, 1.9293, -2.0885)
C (6.3488, 8.1974, 5.1201)
O (7.6253, 8.7982, 5.3295)
C (7.6569, 9.6841, 6.3395)
O (6.7252, 9.9895, 7.0444)
O (8.9064, 10.1706, 6.4276)
C (9.0883, 11.1309, 7.4664)
H (6.4388, 7.5025, 4.2843)
H (6.0374, 7.6355, 6.0036)
H (5.6046, 8.9541, 4.8613)
H (8.8854, 10.6855, 8.4430)
H (8.4528, 12.0037, 7.3002)
H (10.1299, 11.4534, 7.4440)
C (-1.2679, -1.6205, -6.7629)
O (-0.1865, -2.5482, -6.8338)
C (-0.1015, -3.3770, -5.7782)
O (-0.8413, -3.3876, -4.8242)
O (0.9500, -4.1907, -5.9711)
C (1.1618, -5.1322, -4.9182)
H (-1.2391, -1.0054, -7.6631)
H (-2.2253, -2.1457, -6.7338)
H (-1.1592, -0.9672, -5.8943)
H (0.3011, -5.7963, -4.8162)
H (1.3665, -4.6187, -3.9772)
H (2.0331, -5.7349, -5.1784)
C (-0.3106, -10.0896, 5.8148)
O (0.0137, -10.6816, 4.5585)
C (-0.0920, -9.8450, 3.5112)
O (-0.4261, -8.6856, 3.5607)
O (0.2389, -10.5242, 2.4009)
C (0.1707, -9.7529, 1.2011)
H (-0.1907, -10.8533, 6.5842)
H (0.3685, -9.2638, 6.0388)
H (-1.3487, -9.7495, 5.8242)
H (0.8665, -8.9164, 1.2420)
H (-0.8490, -9.4001, 1.0276)
H (0.4574, -10.3989, 0.3704)
C (7.1933, -4.4102, 0.0702)
O (7.7510, -3.2386, 0.6613)
C (7.0320, -2.1208, 0.4541)
O (5.9987, -2.0476, -0.1675)
O (7.6631, -1.1022, 1.0585)
C (7.0047, 0.1587, 0.9193)
H (7.8539, -5.2469, 0.3009)
H (6.2075, -4.6222, 0.4905)
H (7.1359, -4.3043, -1.0156)
H (6.0184, 0.1262, 1.3705)
H (6.9405, 0.4449, -0.1326)
H (7.6000, 0.9070, 1.4446)

Max |F|   5.74 eV Å⁻¹
Multiplicity   1
E   -202391.6614 eV
SMILES   C=CC[C@](CNCCOCC)(C[C@@H](C)F)O[C@@H](Br)CC(=O)Cl.COC(=O)OC.COC(=O)OC.COC(=O)OC.COC(=O)OC.COC(=O)OC.COC(=O)OC.COC(=O)OC.COC(=O)OC.COC(=O)OC.COC(=O)OC
HOMO energy   -7.1 eV



C45H88F3MgNO31 | ωB97M-V with the def2-TZVPD basis set

Positions of all 169 atoms, in Å:
Mg (-1.7503, 1.6605, -4.6736)
N (1.8780, -0.7940, -6.9291)
O (1.2528, -0.0376, -6.1884)
O (1.4469, -1.8904, -7.1518)
O (2.9239, -0.4756, -7.4956)
C (0.2687, -0.0376, -0.2295)
O (0.4885, -1.2806, -0.7203)
O (-0.4425, 0.7864, -1.1618)
C (-0.1255, -0.2125, 1.2435)
F (-1.0905, -1.0568, 1.5887)
F (0.9921, -0.5219, 1.9716)
F (-0.6114, 0.8990, 1.7116)
C (1.6940, -1.9878, -0.3508)
C (1.8277, -2.9460, -1.5964)
H (2.6374, -3.6581, -1.4368)
H (0.9606, -3.5974, -1.7050)
H (2.1122, -2.4431, -2.5207)
H (1.4920, -2.4453, 0.6177)
H (2.6337, -1.4563, -0.2007)
H (1.2473, 0.4421, -0.2144)
C (8.2689, -4.1889, -1.5833)
C (8.8146, -3.6469, -2.9316)
C (10.0984, -4.4193, -3.0603)
O (9.8750, -5.6925, -2.3484)
C (8.6580, -5.6724, -1.6784)
H (7.2024, -4.0237, -1.4306)
H (8.8072, -3.6676, -0.7918)
H (8.9359, -2.5638, -2.9447)
H (8.1310, -3.9760, -3.7142)
H (10.8118, -3.8374, -2.4767)
H (10.3811, -4.4333, -4.1129)
H (8.6496, -6.1386, -0.6931)
H (7.8878, -6.1934, -2.2473)
C (6.0334, 2.7166, 2.4514)
C (7.4961, 3.1952, 2.5175)
C (7.4004, 4.1691, 3.7415)
O (6.4382, 3.4967, 4.6555)
C (5.6824, 2.5169, 3.8991)
H (5.9909, 1.7459, 1.9574)
H (5.5945, 3.4776, 1.8061)
H (7.7573, 3.7119, 1.5939)
H (8.2243, 2.4119, 2.7276)
H (6.8969, 5.0911, 3.4509)
H (8.4303, 4.3232, 4.0636)
H (4.6317, 2.7597, 4.0580)
H (5.7279, 1.4596, 4.1603)
C (-1.0739, 0.9846, 8.9953)
C (-0.4394, -0.3585, 8.5546)
C (-0.5867, -1.2369, 9.7735)
O (-1.8870, -0.8389, 10.1970)
C (-2.2262, 0.5505, 9.8989)
H (-1.3799, 1.4620, 8.0645)
H (-0.5293, 1.7094, 9.6004)
H (0.5886, -0.2522, 8.2082)
H (-1.0407, -0.8593, 7.7959)
H (0.1848, -0.9415, 10.4846)
H (-0.5232, -2.2870, 9.4883)
H (-2.2031, 1.1074, 10.8356)
H (-3.2086, 0.8196, 9.5109)
C (-5.7027, 5.4652, 6.4713)
C (-5.7529, 4.5631, 5.3050)
C (-7.1883, 4.6678, 4.8200)
O (-7.5407, 6.0101, 5.0276)
C (-6.5993, 6.6071, 5.9393)
H (-4.7724, 6.0272, 6.5536)
H (-6.0277, 4.9916, 7.3977)
H (-5.4455, 3.5623, 5.6082)
H (-5.1127, 4.8682, 4.4773)
H (-7.7970, 4.0094, 5.4398)
H (-7.4000, 4.2989, 3.8164)
H (-7.0032, 7.2233, 6.7425)
H (-5.9663, 7.2697, 5.3491)
C (0.6164, 6.8562, 5.5064)
C (0.5648, 7.4526, 4.1701)
C (-0.5222, 8.5332, 4.1659)
O (-1.1163, 8.4583, 5.4007)
C (-0.2522, 7.8677, 6.3117)
H (1.6127, 6.8703, 5.9483)
H (0.0701, 5.9137, 5.5448)
H (0.3195, 6.7843, 3.3446)
H (1.4762, 8.0024, 3.9355)
H (-1.2722, 8.5641, 3.3756)
H (0.0354, 9.4696, 4.1477)
H (-0.7152, 7.2224, 7.0583)
H (0.3979, 8.4446, 6.9694)
C (-12.5199, -0.5320, -0.5767)
O (-11.2568, 0.0966, -0.2259)
C (-10.1007, -0.3411, -0.6900)
O (-9.8234, -1.3498, -1.4430)
O (-9.0839, 0.3705, 0.0666)
C (-7.6958, -0.1360, 0.1008)
H (-12.4010, -1.6058, -0.4321)
H (-12.9078, -0.2531, -1.5564)
H (-13.3184, -0.3096, 0.1311)
H (-7.3892, -0.0771, -0.9436)
H (-7.4959, -1.1800, 0.3421)
H (-7.0864, 0.4268, 0.8080)
C (-5.9310, 4.8172, -1.7264)
O (-6.8892, 4.5865, -2.7246)
C (-6.5545, 4.0821, -3.9140)
O (-5.3914, 3.7334, -4.2934)
O (-7.6588, 4.1456, -4.7606)
C (-7.6241, 3.5706, -6.0732)
H (-5.6094, 3.8716, -1.2899)
H (-6.5573, 5.4685, -1.1167)
H (-4.9781, 5.2538, -2.0256)
H (-8.5238, 3.6472, -6.6838)
H (-7.2180, 2.5592, -6.0890)
H (-6.9486, 4.1914, -6.6619)
C (1.9009, 5.5540, -7.2876)
O (1.3120, 6.4832, -6.4822)
C (0.4176, 6.1616, -5.4718)
O (-0.1740, 5.0664, -5.3685)
O (0.4212, 7.1824, -4.6182)
C (-0.4809, 7.1294, -3.5166)
H (2.4307, 4.7076, -6.8504)
H (2.5869, 5.9821, -8.0185)
H (1.0268, 5.1729, -7.8157)
H (-0.4025, 7.8094, -2.6683)
H (-0.5408, 6.1748, -2.9939)
H (-1.4997, 7.0916, -3.9021)
C (-8.5826, -6.0588, 2.4671)
O (-7.2112, -5.9800, 2.4644)
C (-6.6190, -5.8535, 1.3069)
O (-7.1390, -5.7817, 0.1694)
O (-5.3424, -5.8347, 1.4606)
C (-4.4575, -5.5676, 0.3179)
H (-8.9355, -5.1393, 2.0000)
H (-8.9488, -6.1788, 3.4867)
H (-8.9322, -6.9888, 2.0187)
H (-3.6171, -6.2523, 0.4320)
H (-4.1807, -4.5163, 0.3962)
H (-4.9064, -5.8549, -0.6329)
C (6.1039, 3.2324, -4.3031)
O (7.4814, 3.5977, -4.0447)
C (8.1612, 4.4485, -4.7110)
O (9.3365, 4.6758, -4.5186)
O (7.4205, 5.0029, -5.7178)
C (8.0430, 5.8757, -6.6820)
H (5.5513, 3.9549, -4.9036)
H (5.5619, 2.9987, -3.3867)
H (6.0552, 2.3045, -4.8731)
H (7.4158, 6.4429, -7.3698)
H (8.8480, 5.3395, -7.1846)
H (8.5117, 6.6177, -6.0355)
C (0.0923, -9.7916, -5.2528)
O (1.4210, -9.5259, -5.5481)
C (1.7603, -8.4469, -6.2764)
O (0.9545, -7.7291, -6.8773)
O (3.0302, -8.1924, -6.1135)
C (3.5811, -7.1457, -6.8981)
H (-0.2021, -8.9683, -4.6020)
H (-0.1134, -10.7574, -4.7912)
H (-0.6126, -9.7983, -6.0842)
H (2.9007, -6.6600, -7.5975)
H (4.1821, -7.7040, -7.6159)
H (4.0119, -6.3453, -6.2966)
C (3.5442, -13.3438, -0.7314)
O (3.8285, -12.0784, -0.1181)
C (2.9314, -11.1461, 0.2401)
O (1.6766, -11.1805, -0.0793)
O (3.4872, -10.1588, 0.9740)
C (2.6971, -9.0270, 1.2769)
H (2.6296, -13.2375, -1.3147)
H (3.6165, -14.2312, -0.1026)
H (4.2467, -13.6540, -1.5050)
H (1.8877, -8.9468, 0.5514)
H (3.3341, -8.1425, 1.2869)
H (2.2178, -9.2563, 2.2286)

Max |F|   6.06 eV Å⁻¹
Multiplicity   1
E   -126629.4157 eV
HOMO energy   -8.2 eV



no.,gap between HOMO and LUMO (eV)
1,6.71
2,2.74